[1]
Formula: C6H24O6
Source: the OMol25 dataset
Level of theory: ωB97M-V with the def2-TZVPD basis set

Output
SMILES string: CO.CO.CO.CO.CO.CO
frontier orbital gap: 0.366 hartree
spin multiplicity: 1
E_LUMO: 0.10 eV
relative energy (zero: lowest compared OMol25 entry of this formula, charge and spin): 216.1 kcal/mol

Last column: Mulliken charge in e.
Positions of all 36 atoms, in Å:
C: 0.516 -3.821 -1.554  -0.556
O: 0.971 -4.680 -2.598  -0.550
H: 1.013 -2.847 -1.778  0.165
H: 0.680 -4.312 -0.548  0.239
H: -0.346 -3.652 -1.784  0.431
H: 1.116 -4.197 -3.343  0.277
C: -0.683 -0.385 -0.212  -0.785
O: -1.244 0.890 0.200  -0.565
H: -0.479 -0.563 -1.319  0.225
H: -1.117 -1.174 0.255  0.479
H: 0.291 -0.184 0.230  0.198
H: -1.291 0.770 1.234  0.503
C: 1.972 1.865 -1.312  -1.182
O: 0.917 2.682 -0.664  -0.517
H: 1.843 1.073 -1.948  0.408
H: 2.546 1.142 -0.731  0.321
H: 2.547 2.387 -1.863  0.621
H: 0.323 2.057 -0.367  0.374
C: -1.868 2.196 -2.930  -0.488
O: -2.355 2.460 -4.161  -0.491
H: -2.544 1.469 -2.150  0.116
H: -1.736 2.926 -2.272  0.403
H: -0.954 1.656 -3.150  0.115
H: -3.259 2.574 -3.791  0.357
C: -2.086 1.057 3.250  -0.985
O: -1.615 -0.196 2.723  -0.544
H: -2.484 1.237 4.272  0.359
H: -2.996 1.330 2.715  0.346
H: -1.523 1.857 3.018  0.396
H: -1.667 -0.930 3.414  0.317
C: 2.565 -0.975 2.555  -0.047
O: 3.210 -0.282 3.605  -0.544
H: 3.177 -1.099 1.601  0.189
H: 1.519 -0.450 2.425  -0.096
H: 2.454 -2.128 2.760  0.192
H: 2.588 0.248 4.219  0.318

[2]
Formula: C6H24O6
Source: the OMol25 dataset
Level of theory: ωB97M-V with the def2-TZVPD basis set

Output
frontier orbital gap (alpha / beta): 0.344 / 0.078 hartree
charge: +1
spin multiplicity: 2
E_LUMO (alpha / beta): -3.09 / -10.21 eV
relative energy (zero: lowest compared OMol25 entry of this formula, charge and spin): 114.0 kcal/mol

Last column: Löwdin spin population.
Positions of all 36 atoms, in Å:
C: -13.933 -9.753 4.220  0.017
O: -13.601 -10.573 5.362  0.050
H: -14.073 -10.423 3.371  0.007
H: -14.854 -9.182 4.339  0.000
H: -13.237 -9.091 3.706  0.004
H: -12.808 -11.094 5.219  0.000
C: -16.653 -11.995 0.327  0.002
O: -15.919 -11.154 1.156  0.023
H: -17.210 -12.812 0.786  0.001
H: -17.161 -11.484 -0.491  0.001
H: -15.802 -12.489 -0.142  0.000
H: -16.461 -11.201 1.947  0.000
C: -13.942 -13.760 2.139  0.100
O: -13.648 -12.652 1.300  0.578
H: -13.930 -13.625 3.221  0.029
H: -14.949 -14.018 1.813  0.055
H: -13.371 -14.648 1.867  0.001
H: -14.291 -11.959 1.465  0.002
C: -17.908 -8.289 3.376  0.000
O: -18.351 -8.777 2.114  0.001
H: -17.589 -7.302 3.043  0.000
H: -18.801 -8.302 4.002  0.000
H: -17.090 -8.965 3.625  0.000
H: -18.811 -8.008 1.769  0.000
C: -17.412 -11.043 7.467  0.017
O: -16.154 -10.571 7.924  0.089
H: -18.111 -11.451 8.197  0.002
H: -17.941 -10.143 7.155  0.011
H: -17.229 -11.679 6.601  0.002
H: -15.504 -10.473 7.225  0.000
C: -10.950 -9.435 7.586  0.002
O: -11.231 -8.119 7.053  0.004
H: -10.768 -10.125 6.762  0.001
H: -10.003 -9.420 8.126  0.001
H: -11.785 -9.802 8.182  0.000
H: -12.083 -7.846 7.401  0.000

[3]
Formula: C6H24O8
Source: the OMol25 dataset
Level of theory: ωB97M-V with the def2-TZVPD basis set

Output
SMILES string: C=C(C)CCC=O.O.O.O.O.O.O.O
frontier orbital gap: 0.353 hartree
spin multiplicity: 1
E_LUMO: 0.18 eV
relative energy (zero: lowest compared OMol25 entry of this formula, charge and spin): 94.4 kcal/mol

Last column: Mulliken charge in e.
Positions of all 38 atoms, in Å:
O: -2.303 0.265 -1.223  -0.317
C: -2.272 -0.834 -0.877  -0.190
C: -1.361 -1.519 0.083  -0.557
C: -0.330 -0.455 0.447  -0.185
C: -0.534 0.379 1.676  1.735
C: 0.327 1.311 2.120  -1.201
C: -1.677 0.051 2.538  -2.252
H: -3.190 -1.526 -1.121  0.194
H: -1.795 -2.043 0.984  0.527
H: -0.858 -2.286 -0.599  0.431
H: -0.003 0.238 -0.438  0.112
H: 0.717 -0.852 0.435  0.367
H: 0.402 1.823 3.038  0.404
H: 1.110 1.512 1.360  0.101
H: -1.253 -0.243 3.529  0.431
H: -2.357 -0.649 2.212  0.457
H: -2.364 0.887 2.552  0.393
H: 3.160 -0.372 -1.810  0.251
H: 3.021 0.918 -1.179  0.347
O: 2.974 -0.013 -0.977  -0.574
H: 2.665 -0.168 1.844  0.277
H: 3.536 -1.425 1.732  0.316
O: 2.826 -0.990 2.226  -0.598
H: -0.640 2.252 -2.542  0.419
H: -0.116 0.921 -3.058  0.304
O: -0.151 1.866 -3.301  -0.713
H: -0.399 -1.692 -2.715  0.316
H: 0.784 -2.391 -2.062  0.346
O: -0.023 -2.521 -2.561  -0.659
H: 1.213 2.728 -1.007  0.288
H: 1.737 2.590 -2.520  0.371
O: 2.006 2.402 -1.532  -0.686
H: -1.983 2.594 -0.634  0.161
H: -1.012 1.614 -0.555  0.038
O: -1.120 2.486 -0.828  -0.684
H: -0.798 -2.184 3.441  0.288
H: 0.448 -2.350 2.604  0.350
O: -0.078 -2.683 3.271  -0.608

[4]
Formula: C6H25N2O4
Source: the OMol25 dataset
Level of theory: ωB97M-V with the def2-TZVPD basis set

Output
frontier orbital gap: 0.348 hartree
charge: +1
spin multiplicity: 1
E_LUMO: -2.56 eV
relative energy (zero: lowest compared OMol25 entry of this formula, charge and spin): 97.3 kcal/mol

Last column: Mulliken charge in e.
Positions of all 37 atoms, in Å:
C: 0.944 1.455 0.106  -0.807
N: 0.251 0.694 -0.982  -0.384
C: -0.982 0.048 -0.403  0.717
C: -1.103 -1.046 -1.489  -1.015
C: -2.126 0.959 -0.284  -1.401
C: 1.912 0.437 1.000  -0.701
N: 1.865 -1.013 0.502  -0.072
C: 3.314 -1.578 0.504  -0.945
H: 1.826 2.036 -0.448  0.421
H: 0.314 1.940 0.835  0.559
H: 0.042 1.142 -1.829  0.306
H: -0.881 -0.428 0.542  0.285
H: -1.420 -0.646 -2.462  0.204
H: -0.135 -1.602 -1.773  0.102
H: -1.961 -1.801 -1.166  0.298
H: -2.466 1.291 0.738  0.197
H: -2.080 1.923 -0.815  0.283
H: -3.086 0.419 -0.751  0.303
H: 2.934 0.900 0.962  0.442
H: 1.543 0.475 1.998  0.328
H: 1.287 -1.692 1.056  0.433
H: 1.437 -1.048 -0.491  0.272
H: 3.719 -0.968 -0.351  0.409
H: 3.264 -2.584 0.235  0.297
H: 3.705 -1.489 1.456  0.406
H: 1.090 3.442 2.044  0.331
H: 0.038 3.266 3.155  0.288
O: 0.193 3.036 2.252  -0.630
H: -3.013 0.385 2.531  0.304
H: -3.858 -0.864 2.610  0.281
O: -3.207 -0.384 2.021  -0.580
H: 0.631 -3.562 -1.251  0.316
H: 0.894 -4.163 0.252  0.282
O: 0.941 -3.381 -0.354  -0.565
H: -2.387 0.787 -3.430  0.370
H: -1.882 2.234 -3.095  0.317
O: -1.556 1.382 -3.426  -0.652

[5]
Formula: C6H25N2O5
Source: the OMol25 dataset
Level of theory: ωB97M-V with the def2-TZVPD basis set

Output
frontier orbital gap: 0.364 hartree
charge: +1
spin multiplicity: 1
E_LUMO: -2.60 eV
relative energy (zero: lowest compared OMol25 entry of this formula, charge and spin): 119.8 kcal/mol

Last column: Mulliken charge in e.
Positions of all 38 atoms, in Å:
N: 1.131 0.791 0.991  -0.283
C: -0.092 0.338 0.055  0.573
C: -0.440 -0.994 0.565  0.090
C: -1.244 -1.008 1.770  -0.226
C: -2.598 -1.201 1.849  -1.012
C: 0.143 0.382 -1.447  -0.888
N: -0.282 1.789 -1.988  -0.387
C: -1.708 1.981 -2.421  -0.729
H: 1.931 0.010 1.060  0.343
H: 1.465 1.589 0.700  0.336
H: 0.635 0.933 1.961  0.379
H: -0.864 1.233 0.156  0.146
H: 0.479 -1.587 0.776  0.181
H: -1.138 -1.618 -0.185  0.041
H: -0.797 -0.870 2.817  0.227
H: -3.054 -1.104 2.813  0.285
H: -3.186 -1.494 0.996  0.255
H: 1.179 0.631 -1.670  0.332
H: -0.234 -0.481 -2.096  0.311
H: 0.295 1.978 -2.825  0.285
H: -2.204 0.969 -2.466  0.232
H: -2.252 2.533 -1.591  0.173
H: -2.120 2.561 -3.201  0.421
H: 0.998 3.677 1.483  0.366
H: 2.204 4.133 0.721  0.335
O: 2.046 3.493 1.417  -0.704
H: 4.085 -1.830 1.334  0.292
H: 3.963 -2.342 -0.031  0.322
O: 3.381 -2.059 0.672  -0.606
H: -2.315 -3.662 -1.241  0.295
H: -1.589 -4.288 -0.017  0.285
O: -1.597 -3.474 -0.544  -0.621
H: -1.637 3.340 1.326  0.298
H: -0.593 3.123 0.303  0.357
O: -0.769 2.883 1.228  -0.710
H: 0.189 -3.329 -1.562  0.349
H: 1.729 -2.818 -1.212  0.321
O: 1.003 -2.884 -1.971  -0.663

[6]
Formula: C6H25O7
Source: the OMol25 dataset
Level of theory: ωB97M-V with the def2-TZVPD basis set

Output
frontier orbital gap: 0.307 hartree
charge: -1
spin multiplicity: 1
E_LUMO: 3.13 eV
relative energy (zero: lowest compared OMol25 entry of this formula, charge and spin): 164.0 kcal/mol

Last column: Mulliken charge in e.
Positions of all 38 atoms, in Å:
O: -0.105 0.386 -0.249  0.178
H: 0.321 -0.527 -0.220  -0.212
C: 2.520 0.640 2.016  -0.694
O: 1.908 1.498 1.073  -0.593
H: 3.483 1.006 2.286  0.289
H: 2.548 -0.166 1.463  0.263
H: 1.862 0.459 2.815  0.209
H: 1.284 1.003 0.482  0.357
C: -0.859 -0.576 3.037  -0.443
O: -1.285 0.416 2.211  -0.545
H: -0.885 -0.210 4.040  0.311
H: 0.135 -1.139 2.752  0.030
H: -1.585 -1.465 3.028  0.166
H: -0.926 0.321 1.286  0.335
C: -3.314 -0.650 -0.622  -0.582
O: -2.622 0.402 -1.139  -0.640
H: -2.509 -1.398 -0.940  0.116
H: -4.209 -0.675 -1.177  0.339
H: -3.359 -0.746 0.328  0.250
H: -1.613 0.381 -0.851  0.432
C: -0.619 3.396 -0.822  -0.793
O: 0.337 2.632 -1.471  -0.564
H: -1.022 4.138 -1.575  0.225
H: 0.064 4.106 -0.326  0.268
H: -1.203 2.814 -0.182  0.306
H: 0.170 1.753 -0.890  0.196
C: 1.681 -0.161 -3.054  -0.725
O: 0.284 -0.163 -2.857  -0.525
H: 1.935 -1.085 -3.600  0.258
H: 2.271 0.102 -2.175  0.223
H: 1.996 0.696 -3.577  0.327
H: 0.142 -0.096 -1.949  0.405
C: 0.734 -3.116 0.114  -0.854
O: -0.512 -2.470 0.330  -0.481
H: 1.193 -3.291 1.097  0.319
H: 1.327 -2.508 -0.332  0.330
H: 0.929 -4.050 -0.393  0.343
H: -0.480 -1.638 0.050  0.176

Calculated strongest force on any atom (eV/A), listed in the same order as above: 10.670; 3.644; 8.031; 5.327; 8.460; 7.972